{"formula": "C4H10ClN", "method": "ωB97M-V with the def2-TZVPD basis set", "elements": ["C", "C", "C", "N", "C", "Cl", "H", "H", "H", "H", "H", "H", "H", "H", "H", "H"], "xyz": [[0.70010, 0.40234, 1.43335], [0.41865, 0.11703, -0.06883], [0.71831, 1.40833, -0.85835], [-0.92360, -0.19047, -0.46116], [-1.08189, -1.66791, -0.63863], [-2.16765, 0.41365, 0.52972], [-0.01475, 1.02749, 1.87717], [0.70168, -0.62675, 2.09562], [1.60872, 0.99288, 1.46400], [1.05266, -0.74725, -0.14558], [0.40768, 2.30145, -0.24776], [0.08635, 1.16070, -1.71668], [1.79566, 1.59974, -1.16237], [-2.13029, -1.95317, -0.93449], [-0.38684, -2.00403, -1.40494], [-0.78477, -2.23402, 0.23894]], "smiles": "CC(C)N(C)Cl", "orbital_gap_ev": 9.72, "e_homo_ha": -0.32328, "e_above_lowest_kj_mol": 244.2}

{"formula": "C34H36ClN4O7RbTe", "method": "ωB97M-V with the def2-TZVPD basis set", "elements": ["Rb", "C", "C", "O", "C", "C", "C", "N", "N", "C", "O", "C", "C", "C", "C", "C", "C", "H", "H", "H", "H", "H", "H", "H", "H", "H", "H", "H", "H", "C", "C", "C", "C", "N", "C", "C", "C", "C", "C", "C", "N", "H", "H", "H", "H", "H", "H", "H", "H", "C", "Te", "C", "C", "C", "C", "C", "C", "C", "H", "H", "H", "H", "H", "H", "H", "H", "C", "C", "C", "O", "C", "H", "H", "H", "H", "H", "H", "H", "H", "O", "Cl", "O", "O", "O"], "xyz": [[0.03660, -0.79392, 0.08250], [-1.07420, 5.16941, 5.20631], [-0.69619, 4.64155, 3.82937], [0.14379, 5.18198, 3.06315], [-1.41345, 3.46257, 3.46191], [-1.14514, 2.71338, 2.27384], [-0.39601, 3.21844, 1.10593], [-1.61616, 1.39919, 2.16316], [-2.02532, 0.91597, 3.26376], [-2.22109, -0.43385, 3.26199], [-1.81152, -1.17486, 2.35267], [-2.92393, -0.97788, 4.45021], [-2.82342, -2.32657, 4.69450], [-3.22305, -2.87936, 5.93697], [-3.68338, -2.04786, 6.88987], [-3.93767, -0.71666, 6.61607], [-3.64924, -0.19929, 5.36975], [-1.73593, 6.00744, 5.03316], [-1.67210, 4.44566, 5.76845], [-0.20020, 5.53544, 5.79618], [-2.25308, 3.10157, 4.05978], [0.27055, 4.05113, 1.35506], [0.13104, 2.41959, 0.42928], [-1.17791, 3.50243, 0.40243], [-2.35930, -2.88513, 3.89618], [-3.33624, -3.98095, 6.12607], [-3.86023, -2.36364, 7.91607], [-4.38461, -0.11862, 7.40063], [-3.96564, 0.82929, 5.14359], [-3.06858, -4.55570, -1.60039], [-2.59657, -4.70228, -2.90874], [-1.31686, -4.29549, -3.20272], [-0.62519, -3.48308, -2.27631], [-1.15650, -3.19067, -1.09029], [-2.31125, -3.74463, -0.73826], [0.61783, -2.81755, -2.79929], [0.81176, -2.29814, -4.09352], [2.07893, -2.11470, -4.61644], [3.16759, -2.14733, -3.77590], [2.92252, -2.46610, -2.42276], [1.70840, -2.76694, -1.92663], [-3.99910, -4.96239, -1.22557], [-3.18076, -5.15746, -3.72294], [-0.84820, -4.47705, -4.14862], [-2.67336, -3.60954, 0.30018], [-0.07569, -2.12062, -4.70511], [2.29501, -1.96392, -5.68701], [4.14746, -1.70611, -4.03914], [3.79380, -2.44467, -1.78050], [3.69628, 4.29922, -3.66396], [2.81604, 4.83894, -1.69350], [0.97436, 4.49433, -2.95962], [1.28434, 4.08240, -4.32465], [0.28177, 3.85605, -5.26528], [0.63997, 3.53929, -6.59689], [1.96266, 3.24732, -6.93085], [2.97074, 3.44907, -5.98266], [2.63135, 3.92483, -4.68467], [4.43518, 3.48920, -3.36592], [4.24550, 5.21260, -3.98644], [0.41532, 5.42661, -2.97728], [0.42854, 3.72769, -2.39631], [-0.72728, 3.72719, -4.87214], [-0.06679, 3.47143, -7.40397], [2.24519, 2.95874, -7.93824], [4.07083, 3.19942, -6.19280], [2.50413, -4.15353, 2.69033], [2.78814, -3.00289, 3.65886], [2.14694, -1.77720, 2.95510], [2.27332, -2.02295, 1.49457], [2.42186, -3.49713, 1.26291], [1.51159, -4.64385, 2.94769], [3.30774, -4.89657, 2.66973], [3.88294, -2.84688, 3.77405], [2.46268, -3.10240, 4.69633], [2.64052, -0.84731, 3.27400], [1.02667, -1.56988, 3.16885], [3.40318, -3.59873, 0.79242], [1.62752, -3.91583, 0.63317], [-2.06312, -0.79706, -3.27143], [-1.39477, 0.42373, -2.75357], [-1.60970, 1.62890, -3.68123], [0.02660, 0.19558, -2.57766], [-1.94845, 0.80755, -1.38781]], "orbital_gap_ev": 2.33, "e_homo_ha": 0.03499, "total_charge": -2, "e_above_lowest_kj_mol": 139.8}

{"formula": "C10H9NO", "method": "ωB97M-V with the def2-TZVPD basis set", "elements": ["O", "N", "C", "C", "C", "C", "C", "C", "C", "C", "C", "C", "H", "H", "H", "H", "H", "H", "H", "H", "H"], "xyz": [[-1.70874, 0.37793, -3.79544], [-1.10445, 1.21821, -2.80685], [-0.63971, 0.50731, -1.64332], [-0.35629, -0.87910, -1.69558], [0.18435, -1.52143, -0.62349], [0.48205, -0.84310, 0.56719], [0.93058, -1.51798, 1.71482], [1.12998, -0.80690, 2.85485], [0.87169, 0.55487, 2.95257], [0.46212, 1.24327, 1.86357], [0.24614, 0.54016, 0.63749], [-0.31229, 1.21554, -0.50172], [-1.16842, 0.35662, -4.57369], [-1.88855, 1.90372, -2.60059], [-0.54469, -1.52801, -2.58729], [0.22697, -2.63484, -0.66530], [1.13209, -2.60811, 1.73871], [1.44907, -1.29113, 3.80876], [0.93737, 1.09831, 3.89306], [0.21069, 2.31454, 1.84861], [-0.53995, 2.30012, -0.38635]], "smiles": "ONc1ccc2ccccc2c1", "orbital_gap_ev": 8.65, "e_homo_ha": -0.29076, "e_above_lowest_kj_mol": 170.4}

{"formula": "CHClS2", "method": "ωB97M-V with the def2-TZVPD basis set", "elements": ["C", "S", "S", "Cl", "H"], "xyz": [[0.11698, 1.84351, -0.65349], [-1.07381, 2.27121, 0.25759], [1.18507, 1.28226, -1.64430], [-0.26078, -2.11864, 0.77456], [0.03254, -3.27834, 1.26564]], "orbital_gap_ev": 9.59, "e_homo_ha": -0.35613, "e_above_lowest_kj_mol": 3.8}

{"formula": "C3H5NS2", "method": "ωB97M-V with the def2-TZVPD basis set", "elements": ["C", "C", "S", "C", "N", "S", "H", "H", "H", "H", "H"], "xyz": [[1.49494, -0.28142, 0.39682], [0.42946, -0.13100, -0.66142], [-0.46347, 1.43084, -0.55993], [-1.91754, 0.70930, 0.16975], [-2.03737, -0.55164, 0.24802], [-0.85496, -1.45947, -0.57394], [1.03263, -0.26526, 1.39969], [2.06295, -1.23325, 0.36468], [2.13250, 0.63749, 0.32599], [0.82427, -0.13720, -1.70493], [-2.70342, 1.28160, 0.59527]], "smiles": "C[C@@H]1SC=NS1", "orbital_gap_ev": 9.23, "e_homo_ha": -0.31278, "e_above_lowest_kj_mol": 70.9}

{"formula": "C4H10N3", "method": "ωB97M-V with the def2-TZVPD basis set", "elements": ["C", "C", "C", "C", "N", "N", "N", "H", "H", "H", "H", "H", "H", "H", "H", "H", "H"], "xyz": [[0.04562, -2.53593, 0.49842], [-0.34740, 1.99971, -0.50890], [0.23180, -1.10273, 0.92287], [0.56428, 1.19932, 0.40067], [4.49381, -0.09196, -0.98074], [3.42367, 0.04041, -1.21319], [0.48046, -0.16016, 0.09158], [0.10016, -2.68605, -0.67344], [0.83713, -3.17317, 0.86083], [-0.86828, -2.93998, 0.99305], [-1.31612, 1.91968, -0.12035], [-0.03209, 3.06058, -0.78499], [-0.51485, 1.46985, -1.55435], [0.55426, -0.54045, -0.86459], [0.16147, -0.91822, 1.93136], [1.65647, 1.53254, 0.23895], [0.35978, 1.50911, 1.47363]], "orbital_gap_ev": 11.48, "e_homo_ha": -0.59104, "total_charge": 1, "e_above_lowest_kj_mol": 80.5}

{"formula": "C4H7NO", "method": "ωB97M-V with the def2-TZVPD basis set", "elements": ["C", "C", "O", "N", "C", "C", "H", "H", "H", "H", "H", "H", "H"], "xyz": [[-1.70562, 0.90596, -0.09683], [-0.78139, -0.21774, 0.19667], [-1.18098, -1.40912, 0.29449], [0.51779, -0.00240, 0.43184], [1.67839, 0.22844, -0.39087], [1.35533, -1.16042, 0.19537], [-2.33385, 0.63581, -0.94768], [-2.35565, 1.06726, 0.76731], [-1.14635, 1.81997, -0.30424], [2.37510, 0.90480, 0.12233], [1.56765, 0.47263, -1.44687], [2.01229, -1.34201, 1.05430], [-0.00270, -1.90318, 0.12418]], "orbital_gap_ev": 9.62, "e_homo_ha": -0.32022, "e_above_lowest_kj_mol": 399.3}

{"formula": "C5H10O", "method": "ωB97M-V with the def2-TZVPD basis set", "elements": ["C", "C", "C", "C", "C", "O", "H", "H", "H", "H", "H", "H", "H", "H", "H", "H"], "xyz": [[2.06305, -0.04900, -0.31183], [0.87183, -0.68742, 0.46270], [-0.51852, -0.35806, -0.19078], [-1.97416, -0.18041, 0.50741], [-0.54457, 1.07934, -0.57922], [-0.09774, 1.95461, 0.12742], [1.93301, 1.03142, -0.39996], [3.00950, -0.20501, 0.22493], [2.20775, -0.45232, -1.32451], [1.06091, -1.76918, 0.51549], [0.91811, -0.30524, 1.48317], [-0.66856, -1.04639, -1.03341], [-1.98733, -0.36888, 1.57951], [-2.37443, 0.85169, 0.41672], [-2.72309, -0.78193, -0.01483], [-1.17577, 1.28679, -1.46282]], "smiles": "CC[C@@H](C)C=O", "orbital_gap_ev": 10.55, "e_homo_ha": -0.34894, "e_above_lowest_kj_mol": 127.3}